(1)
Density functional theory data (ωB97M-V/def2-TZVPD) for C15H19N3O3 in the gas phase in a non-equilibrium geometry.

Properties
E_HOMO	-8.3	eV
DFT total energy	-26473.6057	eV
ΔE to the lowest compared entry with this formula, charge and spin	387.7	kJ/mol
LUMO	0.21	eV
SMILES	Cc1c(N(C)C)c(=O)n(-c2ccccc2)c(=O)n1CCO

Structure (XYZ):
```
40
Properties=species:S:1:pos:R:3:forces:R:3:lowdin_charge:R:1
C 1.824015 2.104892 1.560704 1.38 -2.82 0.03 0.000
C 1.167607 1.050835 0.674742 -1.23 4.21 -0.34 -0.166
C 0.167433 1.532580 -0.189652 1.57 -2.48 1.25 -0.122
N -0.094980 2.894298 -0.398648 -0.46 0.27 1.39 -0.207
C 0.839699 3.619025 -1.284337 0.59 0.18 0.87 -0.058
C -1.540353 3.312277 -0.455151 1.67 1.54 -0.12 -0.046
C -0.666435 0.446048 -0.787836 -2.61 5.43 -2.66 -0.286
O -1.554866 0.800344 -1.628351 2.47 -1.94 1.99 0.041
N -0.592376 -0.782986 -0.239716 0.69 -0.73 0.63 0.124
C -1.541794 -1.717343 -0.652590 -2.56 -2.71 -0.85 -0.206
C -1.919288 -1.936979 -1.977989 0.07 -0.43 -1.21 -0.016
C -2.957404 -2.833413 -2.328635 0.48 0.02 2.55 -0.057
C -3.647136 -3.538159 -1.280211 0.09 0.83 -0.37 -0.072
C -3.359312 -3.301032 0.109066 0.96 0.09 -2.36 -0.047
C -2.240079 -2.462816 0.290744 -0.27 0.54 2.78 -0.030
C 0.404455 -1.114593 0.628390 4.32 -5.27 1.18 -0.280
O 0.656057 -2.311939 1.063162 -2.84 3.32 -1.84 0.026
N 1.487367 -0.262955 0.860158 -3.08 0.15 -1.92 0.016
C 2.840416 -0.802986 0.650397 0.67 2.00 0.28 -0.111
C 3.336211 -1.062013 2.003092 1.27 -2.34 0.46 -0.278
O 2.764787 -2.250967 2.517712 -0.86 0.12 0.37 -0.092
H 2.812112 2.265612 1.164603 0.45 0.97 -0.28 0.078
H 1.189397 2.924779 1.637313 -0.69 1.68 -0.24 0.058
H 2.052771 1.740495 2.574106 -0.45 -0.26 -0.27 0.086
H 1.928255 3.364548 -1.052129 -1.55 -0.07 -0.37 0.099
H 0.815676 4.743643 -1.170300 -0.51 -1.24 -0.01 0.097
H 0.545725 3.314167 -2.278610 0.53 0.34 -0.78 0.077
H -1.867188 3.051492 -1.429915 -1.04 -0.29 -0.68 0.053
H -2.158192 2.912501 0.343411 0.25 -0.46 -0.07 0.088
H -1.627704 4.432272 -0.370255 0.47 -0.98 0.06 0.095
H -1.385381 -1.505875 -2.829808 -0.16 0.27 0.56 0.118
H -3.186958 -2.940680 -3.388251 -0.09 -0.26 0.43 0.100
H -4.420595 -4.222942 -1.635254 0.05 0.15 0.52 0.091
H -3.913314 -3.754431 0.970593 0.75 0.40 -1.13 0.116
H -1.889803 -2.283093 1.332730 -0.51 -0.25 -0.70 0.123
H 3.561188 -0.045193 0.244021 -1.21 -0.14 -0.17 0.149
H 2.853172 -1.657461 0.007679 -0.32 -0.56 -0.29 0.137
H 3.096652 -0.205065 2.605494 0.22 0.47 0.53 0.098
H 4.439214 -1.197242 1.909132 -0.56 -0.04 0.59 0.134
H 1.780947 -2.319647 2.230389 2.04 0.26 0.21 0.068
```
Forces are in eV/Å.



(2)
Density functional theory data (ωB97M-V/def2-TZVPD) for C15H19N3O3 in the gas phase in a non-equilibrium geometry.

Properties
E_HOMO	-9.1	eV
DFT total energy	-26475.4154	eV
ΔE to the lowest compared entry with this formula, charge and spin	213.0	kJ/mol
LUMO	0.63	eV
SMILES	NC(=O)[C@H]1CCCC[C@@H]1NC(=O)[C@@H]1COc2ncccc21

Structure (XYZ):
```
40
Properties=species:S:1:pos:R:3:forces:R:3:lowdin_charge:R:1
N 1.473624 -0.032919 -3.638118 2.31 -2.22 -0.33 0.144
C 1.421202 0.365481 -2.314727 -0.66 1.48 -0.37 -0.497
O 1.002239 1.492699 -2.148811 -0.09 0.30 1.33 0.064
C 1.773595 -0.652301 -1.243280 -0.21 0.82 -1.10 -0.218
C 3.271993 -0.957224 -1.349157 -1.43 -2.41 0.56 -0.140
C 3.606705 -2.003654 -0.250251 2.47 1.41 0.91 -0.165
C 3.239743 -1.467162 1.183178 0.48 0.77 -3.25 -0.190
C 1.747768 -1.277396 1.240016 0.39 2.68 1.80 -0.157
C 1.276901 -0.306158 0.153074 -0.68 1.11 -0.12 -0.235
N -0.218401 -0.064452 0.174208 -0.20 2.58 -0.32 0.124
C -1.308641 -0.925669 0.108384 1.00 2.13 1.19 -0.469
O -1.242957 -2.112118 -0.009782 0.51 -1.69 -0.44 0.091
C -2.678748 -0.299360 0.360856 -1.84 -0.43 -1.60 -0.097
C -3.391606 0.124445 -1.048493 1.13 -1.43 0.63 -0.102
O -4.150564 1.273187 -0.813954 0.43 1.56 2.13 0.016
C -3.695524 1.763580 0.435899 -2.56 3.56 -1.91 -0.290
N -4.001425 2.965622 0.893549 -0.35 0.31 0.30 0.169
C -3.518339 3.283237 2.130252 -2.51 0.93 -1.67 -0.152
C -2.771289 2.493385 2.896954 2.86 -2.39 1.74 -0.086
C -2.392779 1.235204 2.381989 -1.53 0.41 -1.13 0.036
C -2.953795 0.941785 1.135568 4.23 -3.06 1.88 -0.184
H 1.496298 0.745827 -4.246840 -0.55 1.13 -0.44 0.085
H 2.329782 -0.566398 -3.899847 -1.16 -0.07 0.52 0.109
H 1.208581 -1.464961 -1.656270 -0.14 -1.24 0.33 0.149
H 3.359231 -1.519368 -2.267558 0.37 0.00 -0.55 0.099
H 3.932350 -0.111344 -1.433823 0.18 0.45 0.54 0.124
H 3.077084 -2.931932 -0.302267 -0.29 -0.63 -0.92 0.103
H 4.732288 -2.167398 -0.398830 -1.47 -0.23 0.68 0.129
H 3.738801 -0.491174 1.211071 -0.09 0.00 0.62 0.116
H 3.577068 -2.085708 1.960544 0.60 -0.87 0.99 0.091
H 1.630712 -0.776766 2.265882 -0.62 -0.60 -1.36 0.143
H 1.183812 -2.162229 1.236953 -0.65 -1.39 -0.11 0.096
H 1.749104 0.696562 0.361758 -0.70 -0.79 0.06 0.169
H -0.447250 0.987533 0.043490 0.42 -2.64 0.38 0.180
H -3.265708 -1.072707 0.881757 0.26 -0.23 -0.61 0.160
H -3.992744 -0.619698 -1.533315 -0.76 -0.66 0.47 0.119
H -2.657180 0.276634 -1.824286 0.83 0.69 -0.03 0.118
H -3.916612 4.150600 2.654280 0.11 0.44 -0.88 0.111
H -2.380077 2.865756 3.856137 -0.42 -0.33 -0.43 0.113
H -1.845240 0.406560 2.813807 0.32 0.56 0.54 0.124
```
Forces are in eV/Å.